*i*
Below is 2 unconnected molecules or ions with the total composition C4H12O, with properties calculated with ωB97M-V with the def2-TZVPD basis set.

- HOMO level (eV) = -10.47
- gap between HOMO and LUMO (Eh) = 0.418
- structure (SMILES) = CCC.CO

Each line ends with the natural charge from an NBO analysis.
Cartesian coordinates (Å):
C1 0.140 1.752 -2.362  -0.27
O1 -0.795 2.569 -1.437  -0.73
H1 -1.645 2.005 -1.643  0.45
H2 0.693 0.965 -1.847  0.18
H3 0.896 2.507 -2.736  0.19
H4 -0.575 1.427 -3.095  0.18
C2 0.410 -1.003 0.678  -0.38
C3 0.924 -1.950 1.745  -0.62
C4 -0.946 -0.076 1.124  -0.61
H5 1.180 -0.399 0.235  0.19
H6 -0.019 -1.497 -0.259  0.19
H7 1.985 -2.169 1.487  0.21
H8 0.345 -2.785 1.811  0.20
H9 -1.781 -0.669 0.915  0.19
H10 -0.804 0.090 2.196  0.20
H11 0.981 -1.545 2.750  0.20
H12 -0.991 0.776 0.438  0.22

*ii*
Below is 2 unconnected molecules or ions with the total composition C4H12O, with properties calculated with ωB97M-V with the def2-TZVPD basis set.

- HOMO level (eV) = -10.43
- gap between HOMO and LUMO (Eh) = 0.417
- structure (SMILES) = CCC.CO

Each line ends with the natural charge from an NBO analysis.
Cartesian coordinates (Å):
C1 -2.591 -0.366 2.923  -0.25
O1 -3.130 0.255 1.741  -0.73
H1 -2.074 0.373 3.544  0.16
H2 -3.371 -0.787 3.561  0.16
H3 -1.897 -1.069 2.468  0.19
H4 -3.736 0.942 1.975  0.46
C2 1.307 -1.038 -0.789  -0.62
C3 1.211 0.429 -1.185  -0.41
C4 2.021 0.847 -2.400  -0.60
H5 1.913 -1.579 -1.512  0.20
H6 0.337 -1.533 -0.699  0.21
H7 1.707 -1.180 0.218  0.21
H8 1.501 1.092 -0.363  0.20
H9 0.153 0.689 -1.284  0.20
H10 1.887 0.168 -3.243  0.20
H11 1.686 1.809 -2.790  0.21
H12 3.075 0.949 -2.165  0.20

*iii*
Below is 2 unconnected molecules or ions with the total composition C4H12O, with properties calculated with ωB97M-V with the def2-TZVPD basis set.

- HOMO level (eV) = -10.29
- gap between HOMO and LUMO (Eh) = 0.413
- structure (SMILES) = CCO.CC

Each line ends with the natural charge from an NBO analysis.
Cartesian coordinates (Å):
C1 1.883 0.019 -0.466  -0.60
C2 3.132 0.793 0.107  -0.63
H1 1.047 0.688 -0.594  0.18
H2 2.059 -0.484 -1.421  0.21
H3 1.562 -0.694 0.294  0.22
H4 2.743 1.752 0.378  0.21
H5 3.903 0.852 -0.660  0.20
H6 3.597 0.121 0.850  0.21
C3 -2.106 -0.570 0.766  -0.08
C4 -2.942 -0.270 -0.466  -0.65
O1 -0.702 -0.527 0.303  -0.75
H7 -2.148 0.246 1.485  0.17
H8 -2.127 -1.514 1.335  0.19
H9 -3.362 0.726 -0.598  0.21
H10 -0.290 0.282 0.595  0.47
H11 -3.826 -0.935 -0.502  0.21
H12 -2.421 -0.485 -1.403  0.23

*iv*
Below is 2 unconnected molecules or ions with the total composition C4H12O, with properties calculated with ωB97M-V with the def2-TZVPD basis set.

- HOMO level (eV) = -11.37
- gap between HOMO and LUMO (Eh) = 0.453
- structure (SMILES) = CC(C)C.O

Each line ends with the natural charge from an NBO analysis.
Cartesian coordinates (Å):
C1 -0.014 -0.844 -1.191  -0.62
C2 0.132 0.383 -0.285  -0.23
C3 -0.011 1.683 -1.102  -0.60
C4 -0.815 0.305 0.934  -0.63
H1 0.060 -0.577 -2.255  0.21
H2 0.672 -1.652 -0.960  0.22
H3 -1.061 -1.163 -1.183  0.20
H4 1.140 0.441 0.124  0.19
H5 -0.717 1.546 -1.913  0.20
H6 0.962 1.898 -1.538  0.21
H7 -0.375 2.503 -0.474  0.21
H8 -0.330 0.613 1.851  0.21
H9 -1.754 0.848 0.805  0.22
H10 -1.164 -0.728 1.019  0.21
H11 1.872 -1.811 2.244  0.47
H12 0.439 -1.340 1.814  0.48
O1 0.963 -2.104 2.110  -0.95

Bottom line: *iv*, by a margin of 53.4 kJ/mol.

*i*
Below is a single C2H4N2S2 molecule, with properties calculated with ωB97M-V with the def2-TZVPD basis set.

- HOMO level (eV) = -9.43
- gap between HOMO and LUMO (Eh) = 0.304
- structure (SMILES) = [H]/N=C\NSC=S

Each line ends with the natural charge from an NBO analysis.
Cartesian coordinates (Å):
C1 -1.039 -1.189 -0.355  0.27
C2 0.848 0.676 0.707  -0.45
H1 -1.644 -0.493 1.412  0.34
H2 -0.643 -1.991 -1.055  0.20
H3 0.005 0.000 -1.517  0.41
H4 1.067 1.272 1.592  0.21
N1 -1.441 -1.365 0.890  -0.69
N2 -0.873 0.043 -0.926  -0.83
S1 -0.626 1.347 -0.040  0.56
S2 1.786 -0.501 -0.103  -0.01

*ii*
Below is a single C2H4N2S2 molecule, with properties calculated with ωB97M-V with the def2-TZVPD basis set.

- HOMO level (eV) = -9.12
- gap between HOMO and LUMO (Eh) = 0.320
- structure (SMILES) = [H]/N=C\NSC=S

Each line ends with the natural charge from an NBO analysis.
Cartesian coordinates (Å):
C1 -0.742 1.091 0.718  0.28
C2 0.937 -1.226 -1.116  -0.56
H1 -1.929 -0.085 -0.102  0.33
H2 -0.484 2.131 0.974  0.17
H3 1.180 0.517 1.321  0.41
H4 0.863 -2.209 -1.657  0.22
N1 -1.846 0.898 0.139  -0.65
N2 0.253 0.183 1.077  -0.80
S1 0.303 -1.377 0.501  0.53
S2 1.464 0.078 -1.854  0.07

Bottom line: *ii*, by a margin of 128.6 kJ/mol.

*i*
Below is a molecular structure, C2H4N2S2, with properties calculated with ωB97M-V with the def2-TZVPD basis set.

- HOMO level (eV) = -9.16
- gap between HOMO and LUMO (Eh) = 0.304

Each line ends with the natural charge from an NBO analysis.
Cartesian coordinates (Å):
C1 -0.098 1.474 -0.151  0.01
C2 -0.696 0.279 0.516  -0.54
N1 1.060 1.741 -0.470  -0.29
N2 0.124 -1.670 -0.980  -1.13
S1 2.228 0.074 0.463  -0.03
S2 0.588 -1.246 0.406  0.90
H1 -1.012 2.015 -0.384  0.23
H2 -0.919 0.267 1.622  0.25
H3 -1.402 -0.236 -0.001  0.24
H4 0.126 -2.699 -1.022  0.37

*ii*
Below is 2 unconnected molecules or ions with the total composition C2H4N2S2, with properties calculated with ωB97M-V with the def2-TZVPD basis set.

- HOMO level (eV) = -8.44
- gap between HOMO and LUMO (Eh) = 0.275
- structure (SMILES) = S=NN=S.C=C

Each line ends with the natural charge from an NBO analysis.
Cartesian coordinates (Å):
C1 -1.106 -0.118 0.333  -0.39
C2 -1.877 0.883 0.711  -0.39
N1 2.213 -0.833 -1.366  -0.19
N2 2.105 -0.477 -0.209  -0.18
S1 1.838 -0.175 1.257  0.24
S2 2.660 -0.712 -2.832  0.15
H1 -0.423 -0.655 0.981  0.19
H2 -1.045 -0.511 -0.687  0.19
H3 -2.404 1.495 -0.009  0.20
H4 -1.961 1.101 1.821  0.20

*iii*
Below is a molecular structure, C2H4N2S2, with properties calculated with ωB97M-V with the def2-TZVPD basis set.

- HOMO level (eV) = -9.00
- gap between HOMO and LUMO (Eh) = 0.291

Each line ends with the natural charge from an NBO analysis.
Cartesian coordinates (Å):
C1 -0.810 -0.652 0.677  0.32
C2 0.237 0.062 -0.247  -0.42
H1 0.512 -1.136 2.308  0.40
H2 -0.956 -1.907 2.064  0.32
H3 -2.564 -1.413 0.839  0.34
H4 -1.620 0.680 -1.349  0.17
N1 -0.516 -0.468 2.120  -0.72
N2 -2.006 -1.003 0.100  -0.65
S1 -0.231 0.960 -1.533  0.23
S2 1.838 0.141 0.159  -0.01

Bottom line: *i*, by a margin of 22.9 kJ/mol.

*i*
Below is a gas-phase ion, C4H6NOS (charge +1), with properties calculated with ωB97M-V with the def2-TZVPD basis set.

- HOMO level (spin up / spin down) (eV) = -13.67 / -13.67
- gap between HOMO and LUMO (spin up / spin down) (Eh) = 0.240 / 0.240
- total charge = +1

Each line ends with the natural charge from an NBO analysis.
Cartesian coordinates (Å):
C1 -1.482 0.222 0.169  -0.13
C2 0.424 -1.287 -0.056  0.06
C3 1.112 -0.004 -0.465  -0.57
C4 0.862 1.237 0.458  -0.43
N1 -2.472 -0.441 0.050  0.27
O1 -3.253 -1.253 0.274  -0.17
S1 -0.826 1.727 -0.237  0.40
H1 -0.025 -1.431 0.994  0.25
H2 0.280 -1.951 -0.850  0.22
H3 2.285 -0.030 -0.454  0.34
H4 0.848 0.224 -1.486  0.28
H5 0.741 0.945 1.431  0.23
H6 1.507 2.041 0.173  0.26

*ii*
Below is a gas-phase ion, C4H6NOS (charge +1), with properties calculated with ωB97M-V with the def2-TZVPD basis set.

- HOMO level (eV) = -14.73
- gap between HOMO and LUMO (Eh) = 0.383
- total charge = +1
- structure (SMILES) = O=C[C@@]1(S)C=C[NH2+]1

Each line ends with the natural charge from an NBO analysis.
Cartesian coordinates (Å):
C1 -0.481 -1.092 -0.708  -0.15
C2 -1.459 -0.171 -0.905  -0.03
C3 0.738 -0.463 1.501  0.42
C4 0.444 -0.023 0.021  -0.11
N1 -0.875 0.915 -0.259  -0.57
O1 -0.092 -0.564 2.327  -0.42
S1 1.893 0.502 -0.934  0.09
H1 -0.136 -2.104 -0.998  0.28
H2 -2.429 -0.169 -1.377  0.26
H3 1.832 -0.697 1.621  0.16
H4 -0.670 1.752 -0.870  0.45
H5 -1.531 1.251 0.463  0.45
H6 2.765 0.863 0.120  0.18

Bottom line: *ii*, by a margin of 343.0 kJ/mol.